No. 1
Computed, not measured: a structure of composition C35H43Cl2N2O4ReSSi, with wB97M-V/def2-TZVPD.

Summary:
Orbital gap (alpha / beta)   7.9 / 6.2 eV
Multiplicity   4
HOMO energy (alpha / beta)   -0.5787 / -0.5730 Ha
E   -3455.406603 a.u.
<S²>   3.78
ΔE to the lowest compared entry with this formula, charge and spin   0.000 eV
Net charge   +3

Geometry as XYZ:
```
89
Properties=species:S:1:pos:R:3:mulliken_charge:R:1
C -0.02 -3.71 0.26 0.80
H -4.15 0.42 -3.15 0.39
C 4.19 0.87 -1.03 -0.79
H -0.69 4.40 4.33 0.39
H 2.23 -1.64 0.13 1.14
H -2.24 5.00 3.70 0.42
H -0.15 -6.04 2.70 0.45
H 2.08 -0.04 4.14 0.53
H -5.78 -0.65 -0.42 0.37
H -2.94 1.54 -2.47 0.10
H -6.23 0.52 -1.65 0.44
H 4.16 1.87 -1.46 0.38
C -2.83 2.72 5.00 -0.96
H -6.02 1.07 0.01 0.34
H -2.77 3.63 5.59 0.39
H 2.27 6.78 -1.12 0.43
H -0.16 -2.75 -2.46 0.35
C 0.04 -0.11 -5.39 -0.64
C -1.12 -2.56 -2.01 -1.03
H 2.75 -5.50 -0.40 0.46
H 1.37 5.71 0.91 0.44
H 0.94 3.30 0.95 -0.13
C 1.13 -0.73 -4.82 -0.72
Si 1.44 1.11 -1.14 0.64
N -2.06 2.92 3.76 0.14
O -1.23 2.16 1.82 -0.79
H 2.39 -0.88 -3.09 0.42
C 5.43 0.29 -0.81 -0.84
C 1.38 -5.91 1.20 0.78
C 2.09 3.59 -2.23 0.01
C 1.87 -0.44 3.16 -0.61
Cl 0.53 -1.55 3.21 0.00
Cl 1.49 1.02 2.12 0.01
S -0.96 -2.35 -0.25 0.58
C 4.36 -1.65 0.11 -1.00
C 0.83 0.57 -2.80 0.93
H -1.80 -3.40 -2.16 0.55
H -1.03 4.33 2.58 0.30
C 1.53 -0.40 -3.53 -0.68
H 1.69 -1.47 -5.38 0.48
C -1.46 4.25 3.57 -1.05
H 2.74 -0.90 2.69 0.33
H -0.75 2.03 -2.89 0.76
H 2.27 3.02 -3.14 0.46
C 1.58 5.11 0.03 -0.82
H 6.33 0.82 -1.09 0.48
N -4.24 0.66 -1.07 0.13
C -5.65 0.38 -0.75 -1.01
H 1.54 -3.55 -1.24 0.14
Re -0.42 0.67 0.66 0.77
C 3.12 -1.07 -0.12 -0.26
C 2.34 4.96 -2.24 -0.82
H -0.26 -0.36 -6.40 0.45
H 3.15 -7.13 1.34 0.38
C -0.65 0.88 -4.69 -0.81
C 1.84 -5.19 0.09 -0.96
H 1.63 -8.03 1.28 0.33
O -2.48 -0.20 1.97 -0.30
C -3.63 -0.16 1.14 -1.23
H 2.09 -7.20 2.77 0.41
C -2.53 0.60 3.14 -1.21
H -2.42 1.90 5.59 0.37
C 3.01 0.21 -0.68 0.46
C -0.25 1.22 -3.41 -0.43
C 2.11 -7.13 1.68 -1.55
C -3.96 1.20 -2.41 -0.95
C -1.91 1.97 2.89 1.15
C 1.60 2.95 -1.09 0.92
O -2.06 0.64 -0.52 -0.64
H 4.42 -2.64 0.53 0.49
C -3.29 0.43 -0.22 0.88
C 1.15 -4.10 -0.39 -0.48
H -1.97 0.09 3.92 0.44
C 0.21 -5.50 1.84 -0.78
H 2.73 5.43 -3.13 0.45
H -4.64 2.03 -2.59 0.50
C 5.52 -0.97 -0.24 -0.74
H -1.54 -1.63 -2.41 0.23
H -1.47 1.40 -5.16 0.52
O 0.04 -1.11 -0.15 -0.22
H -3.56 0.71 3.49 0.60
H -1.41 -4.09 1.87 0.53
C 1.34 3.74 0.04 0.06
H 6.49 -1.43 -0.07 0.44
C 2.08 5.71 -1.11 -0.65
C -0.49 -4.40 1.38 -0.63
H -4.44 0.42 1.60 0.71
H -3.99 -1.18 1.00 0.34
H -3.88 2.53 4.78 0.33
```

---

No. 2
Computed, not measured: a cluster of 2 separate species, C6H10O3 in total, with wB97M-V/def2-TZVPD.

Summary:
Orbital gap   10.1 eV
HOMO energy   -0.3387 Ha
E   -460.079669 a.u.
ΔE to the lowest compared entry with this formula, charge and spin   7.367 eV
Net charge   0

Geometry as XYZ:
```
19
Properties=species:S:1:pos:R:3:mulliken_charge:R:1
C -0.36 1.99 -0.01 -0.23
H -1.58 1.80 -0.12 0.23
O 0.38 0.95 0.60 -0.47
O -0.34 -0.29 -0.96 -0.43
C -0.94 -2.48 1.19 -1.12
H 1.47 0.17 -2.15 0.23
H -0.60 -0.60 2.27 0.44
H -1.08 -2.62 0.05 0.26
H 0.21 -3.28 1.55 0.17
C 1.11 -1.15 0.90 -1.13
H 0.10 2.80 0.58 0.32
C 0.32 0.65 -1.81 -0.19
H 2.03 -0.77 1.50 0.20
C -0.39 -1.08 1.32 -0.06
H -0.12 0.17 -2.77 0.28
C 0.23 -0.26 0.27 1.23
O 0.02 1.96 -1.45 -0.36
H 1.21 -2.17 0.40 0.35
H -1.98 -2.50 1.96 0.28
```